The following is a DFT calculation (wB97M-V/def2-TZVPD) of a 5-piece molecular cluster, C9H12Cl16O3S overall.

Structure (XYZ):
```
41
Properties=species:S:1:pos:R:3
C 1.594 4.071 -0.996
C 0.921 2.691 -0.420
C -0.717 2.682 -0.756
O -1.206 1.328 -1.060
S -2.925 1.230 -0.817
O -3.168 1.543 0.711
O -3.730 2.363 -1.814
C -4.018 3.620 -1.106
C -5.420 3.637 -0.257
H 0.859 4.997 -0.832
H 1.815 3.992 -2.146
H 2.618 4.312 -0.435
H 1.445 1.701 -0.756
H 0.991 2.747 0.771
H -1.223 3.197 0.168
H -0.902 3.339 -1.711
H -3.171 3.996 -0.392
H -4.128 4.456 -1.950
H -5.872 2.560 -0.183
H -6.172 4.455 -0.651
H -5.147 3.972 0.855
C 0.528 -2.298 -1.640
Cl -0.941 -1.950 -2.587
Cl 0.841 -4.052 -1.653
Cl 1.915 -1.442 -2.358
Cl 0.296 -1.749 0.039
C 1.128 -7.698 0.726
Cl 2.564 -8.303 1.590
Cl -0.135 -8.955 0.722
Cl 0.512 -6.240 1.544
Cl 1.570 -7.295 -0.953
C 5.028 -3.682 -0.319
Cl 6.464 -4.287 0.544
Cl 3.765 -4.939 -0.324
Cl 4.412 -2.224 0.499
Cl 5.470 -3.279 -1.998
C 0.828 0.301 3.989
Cl -0.551 0.433 2.869
Cl 0.417 -0.827 5.306
Cl 2.252 -0.307 3.108
Cl 1.193 1.905 4.673
```

Output
Lowest unoccupied orbital energy: 0.09 eV
E_HOMO: -10.189 eV
Gap between HOMO and LUMO: 10.28 eV